Model i:
Computed, not measured: a 2-piece molecular cluster, C3H3I overall, with wB97M-V/def2-TZVPD.

XYZ file:
```
7
C3H3I, DFT wB97M-V/def2-TZVPD
C 0.557 0.963 -0.036
C -0.517 0.293 0.114
C 0.601 -0.637 0.040
I -3.570 -0.136 -0.043
H 1.174 1.817 -0.145
H 0.788 -1.186 -0.872
H 0.967 -1.113 0.941
```

Summary:
Net charge: 0
Kohn-Sham gap (eV): 6.496
Molar mass (g/mol): 166.0
LUMO level (eV): -2.78

Here are the Löwdin charges for atoms 1 to 5, given in e:
1 C 0.0001
2 C -0.1731
3 C -0.1017
4 I 0.0243
5 H 0.0869

=====

Model ii:
Computed, not measured: one molecule with the formula C3H3I, with wB97M-V/def2-TZVPD.

XYZ file:
```
7
C3H3I, DFT wB97M-V/def2-TZVPD
C 0.326 0.836 0.794
C 0.855 1.480 2.058
C 0.410 -0.362 0.124
I 2.146 0.260 3.151
H -0.382 1.701 0.528
H 0.125 -0.615 -0.840
H 1.133 -1.117 0.574
```

Summary:
Net charge: 0
Kohn-Sham gap (eV): 6.878
Molar mass (g/mol): 166.0
LUMO level (eV): -1.73

Here are the Löwdin charges for atoms 1 to 5, given in e:
1 C -0.3764
2 C -0.5365
3 C 0.0364
4 I 0.7068
5 H 0.0833

=====

Relative energy of each structure, in kJ/mol: model i 71.7; model ii 0.0.

=====

Model i:
Computed, not measured: a 6-piece molecular cluster, CH14O6 overall, with wB97M-V/def2-TZVPD.

XYZ file:
```
21
CH14O6, DFT wB97M-V/def2-TZVPD
C 2.679 0.015 -2.171
O 1.274 -0.246 -2.018
H 3.136 -0.219 -1.215
H 2.845 1.078 -2.296
H 3.056 -0.485 -3.043
H 1.121 -0.949 -2.654
H -3.932 -3.057 0.622
H -2.859 -3.447 -0.357
O -3.721 -3.005 -0.316
H -0.276 2.215 3.492
H -0.430 2.864 2.107
O -0.537 2.034 2.584
H -0.706 5.379 0.656
H 0.370 4.465 0.117
O 0.227 5.161 0.768
H -0.429 -2.209 -1.248
H 0.271 -3.029 -2.191
O -0.581 -3.038 -1.733
H -0.360 -1.574 3.612
H -0.518 -0.499 2.593
O -0.628 -1.455 2.693
```

Summary:
Net charge: 0
Kohn-Sham gap (eV): 11.086
SMILES: CO.O.O.O.O.O
Molar mass (g/mol): 122.1
LUMO level (eV): 0.32

Here are the Löwdin charges for atoms 1 to 5, given in e:
1 C -0.1347
2 O -0.1279
3 H 0.0770
4 H 0.0696
5 H 0.0755

=====

Model ii:
Computed, not measured: a 6-piece molecular cluster, CH14O6 overall, with wB97M-V/def2-TZVPD.

XYZ file:
```
21
CH14O6, DFT wB97M-V/def2-TZVPD
C -0.558 -1.030 1.358
O -1.526 -1.647 0.498
H -0.618 0.060 1.269
H -0.779 -1.157 2.441
H 0.420 -1.455 1.144
H -1.183 -2.544 0.363
O 0.845 -2.697 -2.255
H 0.562 -1.766 -2.291
H 0.378 -3.051 -3.023
O -1.311 2.074 0.648
H -1.466 1.573 -0.181
H -2.149 2.320 1.062
O -0.956 0.344 -1.326
H 0.007 0.396 -1.263
H -1.276 -0.413 -0.819
O 1.465 2.373 1.477
H 1.691 3.189 1.959
H 0.506 2.468 1.325
O 1.776 0.049 -0.946
H 1.549 0.587 -0.157
H 2.623 0.327 -1.283
```

Summary:
Net charge: 0
Kohn-Sham gap (eV): 11.277
SMILES: CO.O.O.O.O.O
Molar mass (g/mol): 122.1
LUMO level (eV): 0.59

Here are the Löwdin charges for atoms 1 to 5, given in e:
1 C -0.1385
2 O -0.1303
3 H 0.0484
4 H 0.0906
5 H 0.0880

=====

Relative energy of each structure, in kJ/mol: model i 90.4; model ii 0.0.